41
Properties=species:S:1:pos:R:3:forces:R:3 method="wB97M-V/def2-TZVPD" relative_energy_kcal_mol=0.00 orbital_gap_ha="0.2353 / 0.2305" charge=-1 homo_energy_ev="-5.49 / -5.41" spin_multiplicity=2
Ru -0.180 -0.488 -1.406 0.436 0.556 -0.060
Br 1.353 2.329 -0.832 0.063 -0.014 -0.017
C -0.403 1.482 -0.831 -0.058 -0.073 -0.037
Br -0.295 0.328 -3.729 -0.071 -0.083 -0.078
H -1.031 2.063 -1.500 0.037 0.014 -0.010
H -0.762 1.545 0.194 0.033 0.109 0.002
I 0.371 -3.083 -1.991 -0.017 -0.144 0.019
O 0.471 -0.665 0.516 -0.257 -0.200 -0.136
N 1.743 -0.917 0.530 0.135 0.078 0.086
C 2.261 -1.007 1.716 -0.071 -0.045 -0.051
C 3.661 -1.273 1.839 0.059 0.063 -0.042
N 4.786 -1.463 1.974 -0.011 -0.036 0.025
C 1.467 -0.849 2.902 -0.007 0.018 0.091
N 0.819 -0.720 3.843 0.017 -0.010 -0.036
Te -2.004 -0.527 1.870 -0.217 0.120 -0.858
C -4.033 -0.232 2.376 -0.142 -0.156 -0.025
C -4.474 1.037 2.755 0.056 -0.052 0.143
C -5.807 1.251 3.068 -0.011 -0.008 0.020
C -6.714 0.202 2.998 0.003 -0.004 -0.005
C -6.281 -1.065 2.632 -0.026 0.004 0.021
C -4.944 -1.284 2.331 0.034 0.026 -0.070
H -3.769 1.859 2.793 -0.005 0.010 -0.023
H -6.140 2.240 3.355 -0.002 0.001 0.008
H -7.758 0.371 3.229 -0.001 0.003 0.001
H -6.986 -1.885 2.581 0.000 -0.003 -0.004
H -4.607 -2.271 2.040 -0.008 -0.008 0.013
O -6.733 2.615 -4.524 -0.003 -0.012 0.003
C -6.366 2.870 -3.245 -0.019 0.011 -0.001
O -6.882 3.776 -2.651 0.003 -0.010 0.000
C -5.331 1.972 -2.651 -0.005 0.015 0.051
C -5.221 1.940 -1.266 -0.001 0.022 -0.046
C -4.280 1.129 -0.658 0.096 0.056 -0.070
C -3.429 0.346 -1.427 -0.026 0.261 0.318
S -2.281 -0.826 -0.719 -0.049 -0.421 0.829
C -3.533 0.366 -2.813 -0.016 -0.132 -0.031
C -4.475 1.183 -3.415 -0.002 -0.054 -0.019
H -6.311 1.804 -4.831 0.009 0.009 -0.006
H -5.880 2.561 -0.674 0.001 0.002 -0.002
H -4.208 1.109 0.414 0.010 0.049 0.005
H -2.874 -0.240 -3.417 0.015 0.028 -0.003
H -4.497 1.206 -4.499 0.014 0.009 -0.001

141
Properties=species:S:1:pos:R:3:forces:R:3 method="wB97M-V/def2-TZVPD" orbital_gap_ha=0.3598 charge=+1 homo_energy_ev=-11.75
C 3.547 2.267 1.426 0.824 0.593 -0.757
O 2.485 3.159 1.089 -0.680 -1.215 0.157
C 1.406 3.086 2.017 -0.770 0.764 0.685
C 0.033 3.509 1.364 2.031 -0.845 0.080
C -0.158 2.607 0.108 0.065 0.887 -0.432
C -1.466 2.867 -0.705 -0.150 -0.314 1.092
C -2.753 2.166 -0.138 -0.240 -0.281 -0.746
C -2.507 0.741 0.455 -0.802 -0.169 0.143
C -2.502 0.676 2.029 0.755 0.229 -0.295
C -1.176 0.099 2.629 -0.836 0.003 0.639
C -1.015 -1.440 2.364 0.229 0.584 0.622
C 0.435 -1.843 1.970 -0.635 -0.527 -0.799
C 0.970 -1.046 0.745 1.381 -0.684 0.105
C 2.472 -1.449 0.425 -0.848 1.269 -0.601
C 2.933 -0.503 -0.761 -0.557 -0.416 0.990
S 4.591 -0.942 -1.433 -0.063 0.172 0.034
C 1.928 -0.521 -1.967 1.521 0.619 -1.149
N 0.526 -0.251 -1.520 1.244 -0.975 0.969
F -0.334 -0.182 -2.581 -0.020 0.054 -0.265
C 0.175 -1.359 -0.576 0.245 -0.185 1.261
H 3.234 1.407 2.052 0.104 0.573 -0.083
H 3.967 1.858 0.473 -0.180 0.402 0.669
H 4.364 2.866 1.879 -0.547 -0.745 0.096
H 1.661 3.766 2.869 -0.397 -0.469 -0.400
H 1.267 2.065 2.449 0.390 0.434 -0.387
H 0.145 4.573 1.095 -0.473 -0.532 -0.019
H -0.725 3.361 2.159 0.150 0.171 -0.616
H 0.694 2.847 -0.576 -0.420 -0.113 0.514
H -0.007 1.549 0.426 -0.450 0.648 -0.099
H -1.310 2.545 -1.756 -0.148 0.308 0.478
H -1.654 3.959 -0.648 0.245 -0.600 -0.510
H -3.445 2.038 -1.005 0.426 0.228 0.582
H -3.309 2.827 0.566 0.593 -0.513 -0.247
H -3.324 0.059 0.117 0.545 0.523 0.043
H -1.579 0.332 -0.011 -0.625 0.307 0.612
H -2.678 1.708 2.406 0.217 -0.632 -0.118
H -3.356 0.072 2.403 0.564 0.331 -0.321
H -0.285 0.680 2.306 -0.667 -0.337 0.088
H -1.247 0.254 3.732 0.238 -0.116 -0.688
H -1.270 -1.960 3.311 0.114 0.227 -0.759
H -1.771 -1.775 1.618 0.595 0.152 0.262
H 1.160 -1.792 2.812 -0.584 0.279 -0.481
H 0.406 -2.923 1.679 0.169 0.621 0.201
H 1.010 0.045 0.969 -0.365 -0.743 -0.175
H 2.486 -2.519 0.136 0.352 0.568 0.203
H 3.120 -1.238 1.302 -0.355 -0.364 -0.538
H 2.934 0.547 -0.382 0.083 -0.798 -0.244
H 5.442 -0.695 -0.373 -1.088 -0.057 -0.534
H 2.224 0.308 -2.651 -0.337 -0.538 0.395
H 1.956 -1.465 -2.545 -0.218 0.359 0.502
H 0.535 0.671 -1.055 -0.640 0.070 -0.036
H -0.913 -1.451 -0.418 0.611 0.230 -0.349
H 0.639 -2.277 -0.993 -0.767 0.461 0.018
Cl -2.587 6.388 -1.639 0.054 -0.055 -0.050
C -3.550 7.055 -0.296 -0.100 0.025 0.178
C -2.711 7.341 0.927 -0.115 0.169 0.146
Cl -2.120 5.851 1.721 -0.154 0.132 -0.133
H -4.354 6.355 -0.075 0.098 -0.025 -0.009
H -3.994 7.980 -0.659 0.073 0.003 0.064
H -3.310 7.872 1.669 0.203 -0.299 -0.193
H -1.847 7.957 0.684 -0.004 -0.107 -0.010
Cl -0.443 -4.003 4.661 -0.005 -0.129 -0.018
C 0.699 -4.025 6.028 0.182 -0.080 0.197
C 0.731 -2.702 6.756 -0.086 -0.143 0.147
Cl 1.461 -1.410 5.766 -0.023 0.057 -0.064
H 1.680 -4.295 5.642 -0.072 0.058 -0.067
H 0.370 -4.813 6.704 -0.046 0.078 0.004
H 1.337 -2.791 7.657 0.037 -0.032 -0.080
H -0.268 -2.380 7.046 0.039 0.018 -0.110
Cl 6.864 2.244 2.265 0.233 0.045 0.061
C 7.404 3.869 2.760 -0.027 0.209 0.129
C 7.167 4.902 1.682 -0.037 0.070 0.085
Cl 8.221 4.651 0.268 -0.039 -0.036 -0.014
H 8.457 3.805 3.028 -0.038 -0.062 -0.108
H 6.840 4.133 3.654 -0.026 0.022 -0.068
H 7.387 5.896 2.069 0.040 -0.066 0.032
H 6.134 4.890 1.338 0.062 -0.064 -0.021
Cl 1.612 -2.937 -7.816 0.085 -0.032 0.060
C 0.595 -2.311 -6.495 -0.128 0.123 0.032
C 1.405 -1.961 -5.268 -0.034 0.115 -0.104
Cl 2.078 -3.409 -4.472 0.018 0.055 0.079
H -0.165 -3.058 -6.271 0.100 -0.016 0.025
H 0.095 -1.419 -6.874 0.057 0.010 0.044
H 0.768 -1.462 -4.539 -0.102 -0.059 -0.104
H 2.232 -1.295 -5.512 0.011 -0.119 -0.045
Cl -4.803 9.716 1.436 -0.231 0.315 0.068
C -5.381 10.986 0.326 -0.163 0.172 -0.190
C -4.281 11.498 -0.576 -0.051 -0.008 -0.057
Cl -3.051 12.419 0.324 0.017 -0.059 0.006
H -5.812 11.786 0.925 0.115 -0.048 0.034
H -6.176 10.544 -0.275 0.075 -0.024 -0.007
H -4.700 12.172 -1.322 -0.049 -0.015 0.072
H -3.778 10.683 -1.095 0.005 0.025 0.081
Cl 9.733 -0.005 3.228 -0.016 0.003 -0.011
C 8.851 -1.548 3.122 -0.049 -0.029 0.042
C 8.441 -1.873 1.704 0.177 -0.362 0.078
Cl 7.180 -0.764 1.097 0.172 0.013 0.110
H 7.988 -1.490 3.784 0.018 0.062 -0.075
H 9.519 -2.322 3.497 -0.009 -0.006 -0.104
H 8.025 -2.879 1.660 -0.033 0.056 0.059
H 9.287 -1.824 1.022 -0.069 0.144 0.023
Cl -3.260 -2.891 -8.183 -0.042 0.020 0.066
C -1.856 -3.819 -8.772 0.153 -0.076 -0.034
C -1.852 -3.960 -10.276 0.113 0.043 -0.018
Cl -3.167 -5.013 -10.853 -0.021 0.025 0.020
H -1.865 -4.790 -8.280 -0.099 0.028 -0.068
H -0.967 -3.280 -8.451 -0.053 -0.010 -0.183
H -0.916 -4.413 -10.601 -0.017 0.001 0.082
H -1.952 -2.994 -10.768 -0.058 -0.041 0.058
Cl -4.509 -1.660 4.206 0.120 -0.019 0.025
C -6.290 -1.685 4.231 -0.237 -0.113 0.136
C -6.880 -1.330 2.886 -0.048 -0.158 0.064
Cl -6.607 0.380 2.459 0.072 0.033 -0.056
H -6.626 -1.000 5.008 0.093 0.057 -0.098
H -6.592 -2.704 4.513 0.587 0.906 -0.146
H -7.959 -1.484 2.904 0.036 0.032 0.066
H -6.461 -1.947 2.092 0.043 0.064 0.054
Cl -5.744 -6.310 6.090 0.021 0.057 -0.007
C -7.525 -6.346 6.123 -0.112 -0.021 0.045
C -8.125 -5.998 4.781 -0.187 -0.292 0.033
Cl -7.861 -4.285 4.355 -0.494 -0.792 -0.047
H -7.862 -5.662 6.901 0.062 0.022 -0.076
H -7.818 -7.356 6.407 0.001 0.016 -0.091
H -9.203 -6.158 4.805 0.038 0.054 0.064
H -7.707 -6.612 3.985 0.072 0.109 0.039
Cl 0.813 -9.176 4.431 0.020 0.032 0.025
C 0.201 -7.953 3.291 -0.108 0.049 -0.058
C 1.288 -7.425 2.384 -0.165 -0.060 -0.125
Cl 2.481 -6.441 3.270 0.072 0.045 0.020
H -0.259 -7.152 3.869 0.100 -0.014 -0.002
H -0.575 -8.434 2.695 0.081 -0.002 -0.036
H 0.851 -6.782 1.620 -0.037 0.008 0.082
H 1.821 -8.233 1.886 0.025 0.020 0.126
Cl 3.667 0.672 -12.953 -0.033 0.014 0.004
C 3.385 0.012 -11.324 0.045 -0.020 0.104
C 2.693 -1.331 -11.364 0.143 -0.071 0.111
Cl 1.009 -1.203 -11.932 -0.037 -0.022 0.004
H 2.806 0.742 -10.760 -0.040 -0.043 -0.093
H 4.361 -0.090 -10.850 -0.029 -0.074 -0.040
H 2.659 -1.758 -10.362 -0.012 0.092 -0.002
H 3.216 -2.030 -12.015 -0.058 0.099 -0.056

5
Properties=species:S:1:pos:R:3:forces:R:3 method="wB97M-V/def2-TZVPD" relative_energy_kcal_mol=52.38 orbital_gap_ha=0.3632 homo_energy_ev=-10.43
B -0.160 0.398 -0.093 -2.405 1.864 2.681
O -0.046 -0.736 -0.710 2.942 -6.360 2.013
H 0.244 0.573 1.124 -0.216 0.159 -1.878
H -1.171 1.023 -0.613 1.866 -0.047 0.524
H 0.539 -1.733 0.064 -2.187 4.383 -3.341

Total energy / eV: -197333.97499, -333231.96645, -2770.40608
Max |F| / hartree/bohr: 0.01810, 0.04280, 0.14179